{
  "formula": "C25H53N8",
  "method": "wB97M-V/def2-TZVPD",
  "elements": ["N", "C", "N", "C", "N", "N", "C", "C", "C", "N", "C", "C", "H", "H", "H", "H", "H", "H", "H", "H", "C", "C", "N", "C", "C", "C", "C", "H", "H", "H", "H", "H", "H", "H", "H", "H", "H", "H", "H", "H", "H", "H", "C", "C", "N", "C", "C", "C", "C", "H", "H", "H", "H", "H", "H", "H", "H", "H", "H", "H", "H", "H", "H", "H", "C", "C", "N", "C", "C", "C", "C", "H", "H", "H", "H", "H", "H", "H", "H", "H", "H", "H", "H", "H", "H", "H"],
  "coordinates": [[6.996475, 3.640714, 1.412742], [7.076990, 3.505496, 0.075934], [8.195832, 3.099851, -0.558984], [7.860328, 3.136796, -1.839387], [6.613700, 3.542638, -2.014477], [6.089154, 3.776588, -0.792583], [4.782878, 4.260273, -0.473104], [3.892005, 3.597432, 0.401046], [2.691406, 4.215020, 0.627884], [2.277369, 5.362076, 0.103977], [3.135710, 5.942437, -0.692047], [4.382604, 5.459096, -1.021871], [7.372176, 2.894221, 1.974301], [6.664339, 4.462425, 1.887510], [8.571788, 2.888014, -2.614205], [6.135957, 3.678439, -2.896066], [4.177715, 2.664525, 0.869591], [2.008547, 3.718354, 1.315255], [2.837664, 6.893009, -1.131210], [5.066853, 5.979345, -1.683371], [1.036831, 0.503604, -1.108294], [1.275749, -0.084518, -2.491935], [1.931341, 0.843122, -3.397077], [1.914042, 0.409200, -4.787374], [2.675353, -0.869690, -5.150718], [3.179308, 1.395946, -2.925767], [4.313994, 0.424518, -2.565986], [0.481010, 1.440888, -1.171195], [0.450507, -0.192907, -0.507393], [1.972135, 0.687136, -0.573399], [0.303312, -0.349304, -2.912714], [1.834721, -1.026231, -2.384648], [2.275445, 1.228150, -5.416278], [0.867869, 0.275012, -5.076354], [3.753356, -0.711346, -5.164410], [2.389687, -1.190858, -6.153731], [2.450686, -1.692376, -4.471545], [2.976479, 2.016299, -2.044765], [3.547348, 2.112191, -3.669728], [3.966421, -0.419713, -1.970578], [5.072687, 0.947875, -1.970857], [4.818562, 0.040142, -3.450804], [-0.922685, 1.939243, 1.865080], [-1.780369, 1.549041, 3.059671], [-2.565168, 0.353438, 2.827802], [-3.589310, 0.130452, 3.837688], [-3.134698, -0.146617, 5.274415], [-1.820452, -0.823311, 2.416893], [-0.706547, -1.330510, 3.341494], [-1.529791, 2.043808, 0.964354], [-0.438946, 2.900238, 2.055932], [-0.134738, 1.208253, 1.671668], [-2.463448, 2.377909, 3.262064], [-1.132295, 1.456590, 3.945448], [-4.236744, -0.686651, 3.506955], [-4.236373, 1.013231, 3.850976], [-2.736527, -1.153978, 5.386808], [-3.989476, -0.066039, 5.948699], [-2.384343, 0.567112, 5.616390], [-1.378082, -0.618840, 1.436504], [-2.521993, -1.640482, 2.228871], [-0.074023, -0.522723, 3.714030], [-0.060592, -2.019360, 2.791454], [-1.102170, -1.881519, 4.192726], [-7.018286, -5.987897, -0.402670], [-6.169974, -4.787705, -0.797576], [-6.012385, -3.817486, 0.270363], [-5.452192, -2.554342, -0.177453], [-4.020260, -2.556828, -0.724262], [-5.482031, -4.329272, 1.522068], [-4.111687, -5.018636, 1.496315], [-7.991230, -5.670345, -0.025067], [-7.187273, -6.621841, -1.274208], [-6.533172, -6.602178, 0.357125], [-6.665665, -4.295315, -1.638451], [-5.200899, -5.149800, -1.175024], [-5.517501, -1.830178, 0.640213], [-6.111132, -2.157300, -0.956438], [-3.285502, -2.658459, 0.073708], [-3.818978, -1.605976, -1.223805], [-3.855468, -3.347686, -1.456841], [-6.207109, -5.037281, 1.932186], [-5.456962, -3.516111, 2.252807], [-4.012509, -5.716789, 0.663960], [-3.973516, -5.591574, 2.416101], [-3.293828, -4.300175, 1.445641]],
  "forces_ev_per_a": [[-0.4, -0.3, 0.1], [1.0, 0.1, 0.4], [-0.8, -0.1, -0.3], [1.0, -0.4, 0.7], [0.0, 0.1, -1.1], [0.0, -0.2, 1.0], [-1.3, 0.1, 0.1], [1.9, 0.1, -1.0], [-1.0, -0.8, 1.1], [0.1, -0.4, 0.3], [-0.2, 1.6, -1.0], [1.0, -0.6, -0.2], [0.4, 0.2, 0.0], [-0.3, 0.0, -0.2], [-0.4, 0.1, -0.3], [-0.4, 0.1, 0.3], [-0.2, 0.0, 0.0], [-0.1, 0.1, -0.1], [-0.1, -0.1, 0.1], [-0.3, 0.2, 0.0], [0.0, 0.0, 0.0], [0.0, 0.0, 0.3], [0.0, 0.1, -0.2], [-0.1, -0.1, -0.2], [0.0, 0.0, -0.1], [0.2, 0.2, 0.3], [0.2, 0.1, 0.0], [0.0, 0.0, 0.0], [0.0, 0.0, 0.0], [0.0, 0.0, 0.0], [0.1, 0.0, -0.2], [0.0, 0.0, 0.0], [0.1, 0.1, 0.1], [0.0, 0.0, 0.1], [0.0, -0.1, 0.1], [0.0, 0.0, 0.0], [0.0, 0.0, 0.0], [-0.1, -0.1, 0.0], [-0.1, -0.1, -0.2], [0.0, 0.0, 0.0], [0.0, 0.0, 0.0], [-0.1, -0.1, 0.0], [0.1, 0.0, 0.0], [0.2, 0.0, 0.0], [-0.3, -0.1, 0.0], [-0.2, 0.1, 0.1], [-0.1, -0.1, 0.0], [0.3, -0.1, -0.2], [0.0, -0.2, 0.0], [0.0, -0.1, 0.0], [0.0, 0.0, 0.0], [0.0, 0.0, 0.0], [-0.1, -0.1, 0.1], [0.0, 0.1, 0.0], [0.1, 0.0, -0.1], [0.1, 0.1, -0.1], [0.1, 0.0, 0.0], [0.0, 0.0, 0.0], [0.0, 0.0, 0.0], [0.0, 0.1, 0.0], [-0.1, 0.1, 0.1], [0.0, 0.0, 0.0], [0.0, 0.0, 0.0], [0.0, 0.1, 0.1], [0.0, 0.0, 0.0], [0.0, -0.2, 0.0], [0.0, 0.3, 0.1], [-0.1, 0.2, -0.1], [0.1, 0.2, 0.0], [-0.1, -0.3, 0.2], [0.1, 0.0, 0.1], [0.0, 0.0, 0.0], [0.0, 0.0, 0.0], [0.0, 0.0, 0.0], [0.1, 0.2, 0.1], [0.0, 0.0, -0.1], [0.0, -0.1, 0.1], [0.0, -0.1, 0.0], [0.0, -0.1, 0.0], [0.0, 0.0, 0.0], [0.0, 0.0, 0.0], [0.0, 0.0, -0.1], [0.0, 0.1, -0.1], [0.0, 0.0, 0.0], [0.0, 0.0, 0.0], [0.0, 0.0, -0.1]],
  "energy_ev": -38697.56901,
  "lumo_energy_ev": -3.687,
  "relative_energy_kcal_mol": 5.94,
  "charge": 1
}

{
  "formula": "C2H3ClFN",
  "method": "wB97M-V/def2-TZVPD",
  "elements": ["C", "C", "N", "F", "Cl", "H", "H", "H"],
  "coordinates": [[0.949115, 1.638608, 0.685775], [-0.239986, -0.504990, 0.955832], [0.101485, 0.661005, 0.789160], [-0.487348, -2.062773, -2.242953], [-1.760978, -1.177573, 0.649981], [1.383934, 1.733505, -0.273150], [1.049954, 2.484416, 1.320481], [-0.996176, -2.772198, -1.885124]],
  "forces_ev_per_a": [[-1.7, -1.1, -0.9], [0.5, -0.3, 0.4], [1.4, 1.0, 0.6], [-0.5, -0.8, 0.3], [-0.6, 0.3, -0.2], [0.7, 0.0, -0.9], [-0.3, 0.1, 1.0], [0.6, 0.8, -0.3]],
  "energy_ev": -18849.62776,
  "lumo_energy_ev": [0.073, 0.072],
  "relative_energy_kcal_mol": 48.09
}

{
  "formula": "C34H53FI2N5O8PS",
  "method": "wB97M-V/def2-TZVPD",
  "elements": ["C", "C", "I", "C", "I", "C", "C", "C", "C", "N", "C", "O", "C", "N", "C", "C", "N", "P", "N", "C", "C", "C", "C", "O", "C", "N", "C", "C", "C", "C", "C", "F", "C", "S", "H", "H", "H", "H", "H", "H", "H", "H", "H", "H", "H", "H", "H", "H", "H", "H", "H", "H", "H", "H", "H", "H", "H", "H", "H", "C", "O", "C", "C", "O", "C", "C", "O", "C", "H", "H", "H", "H", "H", "H", "H", "H", "H", "H", "H", "H", "H", "H", "C", "O", "C", "C", "O", "C", "C", "O", "C", "H", "H", "H", "H", "H", "H", "H", "H", "H", "H", "H", "H", "H", "H"],
  "coordinates": [[3.394581, -7.271904, -0.554757], [2.115155, -7.553517, 0.315898], [1.376981, -9.593643, 0.219039], [1.488718, -6.607625, 1.089418], [-0.271965, -7.219363, 2.202241], [2.028974, -5.172545, 1.191808], [3.441116, -5.041160, 1.628534], [4.129986, -3.755680, 1.770779], [5.629597, -3.560113, 2.185187], [6.436850, -3.472381, 0.918468], [3.336041, -2.549637, 1.494803], [3.913227, -1.236247, 1.624169], [4.201028, -0.864154, 0.337304], [4.489505, -0.218535, -0.568867], [1.940423, -2.670368, 1.093927], [1.226734, -3.953722, 0.902437], [-0.159035, -4.062919, 0.460481], [-0.156387, -3.717426, -1.281177], [0.494351, -4.907540, -2.119572], [-1.040661, -3.076215, 1.097730], [-2.405085, -3.490233, 1.517177], [-2.960137, -4.946311, 1.257758], [-3.933815, -4.826479, 0.006666], [-5.095147, -4.026473, 0.246278], [-4.416861, -6.212098, -0.552902], [-5.269286, -6.070050, -1.781517], [-3.283005, -2.510860, 2.201508], [-2.889350, -1.127167, 2.480639], [-1.556929, -0.699146, 2.031826], [-1.122707, 0.782288, 2.309666], [-0.623215, 0.950273, 3.788827], [-1.679175, 0.969034, 4.728658], [-0.690986, -1.665618, 1.370660], [0.977352, -1.136320, 0.799320], [3.219713, -6.320889, -1.130723], [3.587985, -8.145951, -1.224991], [4.283491, -7.172991, 0.129507], [4.049995, -5.952750, 1.866892], [5.990180, -4.369970, 2.864099], [5.690323, -2.541233, 2.665366], [5.850054, -2.906501, 0.288297], [6.452505, -4.396160, 0.468131], [-1.496165, -3.532587, -1.764105], [0.658399, -2.566308, -1.545508], [-0.204080, -5.241440, -2.793647], [-2.070491, -5.535734, 0.892637], [-3.443890, -5.388933, 2.164157], [-3.328399, -4.320821, -0.804318], [-5.658842, -4.414692, 0.937059], [-3.556601, -6.873596, -0.858572], [-5.045602, -6.794716, 0.182485], [-4.757343, -6.464060, -2.574595], [-5.407688, -5.083976, -2.014934], [-4.308095, -2.813948, 2.542884], [-3.564865, -0.402959, 2.992908], [-0.335854, 1.146306, 1.599389], [-2.055921, 1.404264, 2.188083], [0.188487, 0.209204, 4.046055], [-0.118756, 1.962060, 3.844169], [-3.711935, 7.256416, -0.068023], [-4.399348, 6.082687, -0.462614], [-3.550627, 5.069770, -0.982044], [-3.871462, 3.703192, -0.387605], [-3.581646, 3.550303, 0.999442], [-4.374238, 4.291237, 1.925175], [-5.845849, 3.900269, 1.992978], [-6.540518, 4.278137, 0.812424], [-7.407125, 3.276460, 0.318122], [-3.543957, 7.901504, -0.937519], [-4.336659, 7.784044, 0.652949], [-2.757454, 7.025833, 0.415087], [-2.493605, 5.298749, -0.803439], [-3.714361, 5.030544, -2.065452], [-3.232432, 2.974025, -0.896568], [-4.894259, 3.399383, -0.607001], [-4.251718, 5.362034, 1.767350], [-3.937595, 4.083024, 2.906978], [-6.313486, 4.433220, 2.829100], [-5.926528, 2.824542, 2.180355], [-6.963401, 2.278302, 0.400779], [-7.582384, 3.472626, -0.741603], [-8.365055, 3.310647, 0.845718], [6.522057, 6.906625, -2.469459], [5.907078, 5.725157, -1.989765], [4.891898, 5.959353, -1.025195], [3.634123, 5.149494, -1.319034], [2.919660, 5.524619, -2.492640], [3.535549, 5.273627, -3.753751], [3.725396, 3.804458, -4.112233], [4.715841, 3.193962, -3.298288], [4.346216, 1.914857, -2.814958], [7.310668, 7.224907, -1.778311], [6.966178, 6.682871, -3.439588], [5.797685, 7.715462, -2.606655], [4.628154, 7.021902, -0.967492], [5.290258, 5.651669, -0.050922], [2.939396, 5.325745, -0.491039], [3.834634, 4.078608, -1.310803], [4.466685, 5.831560, -3.846799], [2.855147, 5.703123, -4.495532], [4.071649, 3.737089, -5.150638], [2.764434, 3.285669, -4.034003], [3.291980, 1.881382, -2.518562], [4.942770, 1.701165, -1.930248], [4.552770, 1.151985, -3.571814]],
  "forces_ev_per_a": [[-0.6, -0.3, 0.6], [-0.1, 0.9, 0.4], [0.7, 1.1, -0.1], [0.6, -0.7, -1.0], [1.1, 0.8, -0.2], [0.7, 1.1, 0.4], [-0.7, 1.7, -0.3], [-2.1, 0.4, 0.0], [-1.0, 0.4, -0.9], [-0.8, -0.3, 0.4], [-1.4, -3.1, 0.1], [0.0, -1.1, -3.2], [-0.3, 0.8, 3.4], [0.0, -0.6, -0.6], [-0.5, -0.6, 0.1], [3.5, -0.7, 1.4], [0.4, 2.6, -0.6], [1.2, -2.3, -2.0], [-0.8, 0.9, 0.3], [-3.1, 1.6, 2.1], [0.3, 1.2, 0.9], [0.7, 1.5, -1.4], [0.1, -1.3, 0.2], [0.4, 0.2, 0.0], [0.0, -0.5, -0.6], [0.8, 0.3, 0.0], [1.5, 0.9, -0.2], [1.8, -2.1, -1.6], [-0.6, -1.1, -0.1], [-0.9, -1.0, 0.6], [1.1, 1.2, -0.8], [0.9, -0.5, -0.9], [-0.5, -1.1, 0.1], [-0.2, -1.0, 0.8], [0.3, -1.0, 0.5], [-0.3, 1.0, 0.4], [-0.9, 0.0, -0.8], [-0.9, 0.9, -0.2], [-0.3, 0.7, -0.6], [0.1, -1.3, -0.2], [0.7, -0.2, 0.1], [0.0, 0.4, 0.3], [0.5, 0.6, 1.0], [-0.9, -0.2, 0.8], [0.4, -0.2, 0.4], [-1.2, 0.3, 0.7], [0.4, 0.3, -0.8], [-0.9, -0.3, 0.8], [0.5, -0.1, -0.4], [-0.6, 0.7, 0.7], [0.8, 0.8, -0.3], [-0.3, 0.2, 0.3], [-0.1, -0.3, 0.3], [1.3, 0.1, -0.5], [0.7, -0.8, -0.5], [-0.7, -0.3, 0.7], [1.1, -0.4, 0.0], [-1.3, 0.4, 0.0], [-0.7, -1.0, 0.1], [-0.3, -0.1, -0.2], [0.4, 0.0, 0.3], [-0.3, -0.1, 0.0], [0.1, -0.1, -0.2], [-0.1, 0.1, 0.0], [0.0, 0.0, 0.2], [0.1, 0.4, -0.2], [0.2, -0.5, -0.1], [0.0, 0.3, -0.1], [0.1, 0.1, 0.1], [-0.1, 0.0, -0.1], [0.0, 0.0, 0.0], [-0.1, 0.1, 0.1], [0.2, -0.2, 0.0], [0.1, 0.1, 0.1], [-0.1, 0.2, 0.0], [-0.2, 0.0, -0.1], [0.0, -0.1, -0.1], [0.2, -0.1, 0.2], [0.0, 0.0, -0.1], [0.0, 0.0, 0.1], [0.0, 0.1, 0.1], [0.0, -0.2, 0.0], [0.1, -0.3, 0.1], [-0.2, 0.4, -0.2], [0.0, -0.3, -0.1], [-0.1, 0.0, 0.2], [0.2, -0.1, 0.0], [-0.1, 0.0, -0.1], [0.4, 0.2, 0.1], [-0.5, 0.0, 0.1], [0.4, 0.2, 0.0], [0.0, 0.2, -0.1], [0.1, -0.1, 0.1], [0.0, 0.0, 0.0], [0.1, 0.0, -0.1], [-0.2, 0.1, 0.1], [0.0, 0.1, -0.1], [0.3, 0.0, -0.1], [0.2, -0.2, 0.1], [-0.1, -0.1, 0.1], [-0.2, 0.1, -0.1], [0.0, 0.0, 0.1], [0.0, 0.0, -0.1], [0.0, 0.1, -0.2], [-0.2, -0.1, 0.1]],
  "energy_ev": -98980.56941,
  "lumo_energy_ev": -0.711
}